{"formula": "Cl2FLi", "method": "wB97M-V/def2-TZVPD", "total_charge": -2, "lumo_ha": 0.2020, "e_tot_ha": -1027.87871, "homo_energy_ev": -0.10, "orbital_gap_ha": 0.2055, "elements": ["Li", "Cl", "Cl", "F"], "coordinates": [[0.725, -0.710, 0.100], [-1.334, 0.765, 1.725], [-0.643, -1.286, -1.660], [1.252, 1.231, -0.165]]}